[1]
Computed, not measured: a structure of composition C46H57BClLuN8O3S5 in a non-equilibrium geometry, with wB97M-V/def2-TZVPD.

E_tot: -6162.53148 Eh
ΔE to the lowest compared entry with this formula, charge and spin: 2.033 eV

Geometry as XYZ:
```
122
Properties=species:S:1:pos:R:3:forces:R:3
Lu -2.1990 -2.6457 0.0697 0.4 0.1 0.8
C 2.8134 -2.8454 0.5446 -0.9 1.1 0.7
C 2.6838 -1.4707 -0.0573 0.1 0.3 -0.5
C 3.6210 -0.8841 -0.9049 -1.2 -0.1 0.3
C 3.3437 0.3418 -1.5390 -1.1 -0.2 0.7
N 2.2340 1.0281 -1.2504 1.6 0.8 -1.2
N 1.4389 0.5188 -0.3795 -0.4 0.8 1.2
B 0.3058 1.0962 0.5341 -0.5 0.7 -0.6
N 0.8414 2.0129 1.6846 -0.8 -0.1 1.4
N 2.1349 2.2889 1.8000 0.3 -1.3 -2.9
C 2.5818 3.1109 2.6527 0.3 0.4 1.3
C 1.7365 3.6974 3.5927 -3.4 1.0 0.4
C 0.3588 3.4829 3.5468 2.3 -0.6 -0.3
C -0.6429 4.2157 4.3702 0.5 1.1 1.7
C -0.0483 2.4475 2.6338 -1.3 0.2 -0.6
S -1.6536 1.9309 2.6903 0.2 -0.3 -0.4
C 4.0484 3.3179 2.8227 0.1 0.0 -0.5
C 4.4205 2.5543 4.0780 -0.2 -1.8 0.0
C 4.8525 2.7698 1.6087 -0.3 0.0 1.1
C 4.4316 4.7897 3.0994 0.7 0.1 1.7
N -0.6456 1.9649 -0.3851 -0.1 1.1 0.8
N -0.2159 3.2498 -0.3246 -0.1 0.5 -0.9
C -0.8156 4.2228 -0.9648 -0.7 -0.5 0.4
C -2.1271 3.9946 -1.5747 0.3 0.1 0.6
C -2.5662 2.7089 -1.6592 0.9 -0.7 -0.2
C -3.8442 2.3090 -2.3682 1.4 1.0 -0.4
C -1.6957 1.6149 -1.1344 -0.7 -0.1 -0.3
S -2.0021 -0.0182 -1.5124 -0.2 0.4 -0.3
C -0.0341 5.5533 -0.9148 -1.8 1.2 -0.1
C -0.0610 6.1202 0.5048 0.5 -1.3 0.7
C 1.3956 5.2528 -1.2590 -0.1 -0.3 0.4
C -0.6626 6.6512 -1.8637 -0.1 -0.2 1.3
C 1.5560 -0.6319 0.1982 -0.1 -3.0 0.9
S 0.0557 -0.7440 1.2180 1.6 0.9 -0.6
C 4.2064 0.8676 -2.6360 1.4 1.4 -0.3
C 4.3389 2.4021 -2.4826 -0.5 0.0 0.4
C 3.5451 0.6285 -3.9708 -0.1 -0.9 -1.2
C 5.6395 0.3044 -2.6799 0.1 -0.8 0.4
H 1.8443 -3.0495 1.0036 0.3 -0.1 0.4
H 3.6202 -2.8487 1.2725 0.1 -0.2 0.1
H 2.8973 -3.6412 -0.1590 0.5 -0.3 -0.8
H 4.5186 -1.3854 -1.2022 0.3 -0.4 0.1
H 2.0719 4.4332 4.2925 0.5 0.3 0.3
H -0.1624 5.1347 4.7720 0.0 -0.4 -0.3
H -0.9405 3.7032 5.3382 -0.1 0.1 -1.6
H -1.4807 4.6001 3.7710 0.0 -0.7 0.3
H 4.0916 1.4498 4.0607 0.9 1.5 -0.3
H 3.9451 2.9434 4.9725 0.0 0.3 0.1
H 5.4930 2.7033 4.1194 0.4 -0.6 0.7
H 4.8451 1.6706 1.6359 0.0 0.4 -0.3
H 5.8613 3.1526 1.6843 0.5 -0.2 0.2
H 4.4883 3.1496 0.6734 -0.5 0.0 -0.5
H 4.3406 5.0804 4.2367 -0.5 -0.4 -2.3
H 3.9715 5.5143 2.4077 0.2 -0.2 0.5
H 5.5301 4.7901 3.0074 -0.3 0.4 -0.3
H -2.8200 4.8189 -1.8614 1.0 -0.7 0.0
H -4.3359 3.2050 -2.7642 0.3 -0.3 -0.3
H -4.5012 1.9233 -1.6448 -1.0 -1.0 0.8
H -3.5848 1.5432 -3.1214 -0.5 0.4 0.3
H 0.3192 5.2936 1.1529 0.1 0.8 -0.2
H -1.0842 6.2489 0.8421 -0.1 0.7 0.1
H 0.6017 7.0113 0.5810 -0.7 -0.5 0.1
H 1.7377 4.4820 -0.5895 0.3 -0.1 0.6
H 2.0314 6.1250 -1.1407 0.1 0.1 -0.5
H 1.3796 4.7443 -2.1947 0.6 0.2 -1.3
H -1.7520 6.7127 -1.9676 0.1 -0.3 0.6
H -0.3162 6.5446 -2.8379 0.7 -0.5 -1.9
H -0.3422 7.6543 -1.5782 0.1 -0.1 0.3
H 3.3096 2.7474 -2.3078 0.5 0.5 -0.2
H 4.8064 2.9026 -3.3419 -0.3 -0.4 0.0
H 4.9443 2.6624 -1.6127 -0.1 -0.1 0.1
H 2.5715 1.0976 -4.0620 -0.1 0.2 0.1
H 3.4064 -0.4304 -4.1948 -0.2 -0.2 0.4
H 4.1722 0.9408 -4.8168 0.0 0.4 0.4
H 6.2098 0.3555 -1.7104 -0.6 0.4 -0.9
H 6.1256 0.8443 -3.4929 0.4 0.1 0.3
H 5.6901 -0.7509 -2.9888 -0.2 0.1 0.1
C -1.8210 -2.2338 -4.6335 0.6 -0.7 -0.6
C -1.5255 -2.8375 -3.2766 -0.3 0.6 -0.6
S -3.0285 -3.0921 -2.3748 0.1 -0.4 0.2
C -0.2677 -2.9515 -2.8435 -0.3 0.0 2.2
C 0.8769 -2.4286 -3.6392 0.0 -0.6 -0.4
S 0.0356 -3.4422 -1.1046 0.1 0.2 -0.9
H -2.7862 -2.6230 -4.9455 0.0 0.0 -0.4
H -1.0193 -2.4724 -5.3966 -1.2 0.4 0.7
H -1.9287 -1.1575 -4.5324 0.1 0.3 -0.1
H 1.7738 -3.0279 -3.5772 0.4 -0.3 0.5
H 1.1482 -1.3898 -3.3823 -0.3 -0.2 -0.3
H 0.5484 -2.5917 -4.6639 0.5 0.8 -0.2
O -2.2349 -3.5042 4.3249 0.1 0.0 0.0
C -2.0434 -3.5987 3.1259 0.0 1.2 0.0
O -1.8542 -2.6129 2.2943 -0.2 -0.9 0.2
C -2.0798 -4.9618 2.4995 -0.7 -0.3 -0.2
C -2.2990 -6.0909 3.3362 0.7 0.0 0.5
C -2.4301 -7.3251 2.7712 -0.2 0.2 0.8
C -2.3352 -7.4011 1.3824 -0.2 -0.4 0.0
C -2.4113 -8.6525 0.7494 1.4 -1.0 -0.3
C -2.1662 -8.7820 -0.5882 0.1 -0.4 -0.4
C -1.9530 -7.6286 -1.3967 0.0 -0.3 0.7
C -1.9274 -6.4105 -0.7746 0.1 -0.2 0.7
C -2.0878 -6.2433 0.6254 -0.9 -0.9 -0.8
N -2.0669 -4.9976 1.1758 0.4 -0.2 0.5
H -2.2529 -5.9762 4.4234 -0.2 0.3 -0.5
H -2.6091 -8.2388 3.3716 0.1 0.7 -0.4
H -2.2774 -9.5512 1.3671 -0.7 0.4 -0.1
H -2.0296 -9.7985 -1.0022 -0.3 0.8 0.1
H -1.7151 -7.7579 -2.4468 -0.1 0.2 0.1
H -1.6538 -5.4902 -1.1934 0.2 0.9 -1.5
O -3.3059 -0.7522 1.2280 -1.3 -0.4 -2.1
H -3.3465 0.0531 0.6817 0.4 -0.2 0.6
H -2.7604 -0.6677 1.9848 1.0 0.6 1.4
Cl -7.2399 -4.4944 3.1925 -0.2 -0.3 0.5
C -6.5895 -3.7650 1.7808 -2.0 -0.3 0.0
C -7.4574 -3.3570 0.7738 1.1 0.6 -0.4
C -6.8480 -2.6352 -0.2612 0.2 -1.5 0.2
C -5.4509 -2.5526 -0.3279 -0.4 -0.6 1.1
N -4.6495 -3.0936 0.6225 -0.6 0.5 -1.0
C -5.2517 -3.6585 1.6783 1.0 1.1 -1.4
H -8.5083 -3.6302 0.8090 0.2 0.3 0.0
H -7.4068 -2.4071 -1.1438 -0.3 0.6 -0.2
H -4.9896 -2.0886 -1.1862 0.2 0.0 0.0
H -4.6495 -3.9669 2.4704 1.0 -0.7 1.1
```
Positions in Å, forces in eV/Å.

---

[2]
Computed, not measured: a structure of composition C46H58BN10PtS in a non-equilibrium geometry, with wB97M-V/def2-TZVPD.

<S²>: 6.03
2S+1: 5
E_tot: -2876.59480 Eh
Total charge: +3
ΔE to the lowest compared entry with this formula, charge and spin: 2.785 eV

Geometry as XYZ:
```
117
Properties=species:S:1:pos:R:3:forces:R:3
Pt -0.6695 -1.1456 -0.7285 1.4 0.7 0.4
C -2.5071 -4.5823 1.6171 0.6 0.5 1.2
C -1.9133 -3.6126 0.6090 -0.6 0.5 0.5
N -1.4225 -2.4658 0.9651 -0.4 -1.3 -1.3
N -1.4114 -2.1211 2.2614 -0.2 -0.6 0.6
C -1.0526 -0.8585 2.6176 0.2 0.1 -1.0
N -1.0750 -0.6510 3.9177 -0.3 -0.3 1.6
S -0.5825 0.3415 1.5149 -0.1 -0.5 0.2
C -1.8994 -3.9400 -0.8559 -0.2 0.2 1.1
C -2.2239 -5.2079 -1.2686 1.6 -0.7 -1.3
C -1.9804 -5.5284 -2.6273 -1.7 -0.6 0.1
C -1.6808 -4.5322 -3.5120 1.0 1.3 -0.7
C -1.3376 -3.2593 -2.9978 -0.3 -1.0 0.5
N -1.4789 -2.9804 -1.6990 0.3 -0.2 -0.7
H -3.1547 -4.0834 2.4271 0.9 -0.6 -1.4
H -1.6467 -5.0799 2.1550 -0.9 0.3 -0.5
H -3.1034 -5.3445 1.1346 -0.1 0.0 0.1
H -1.6732 -2.8504 2.9453 0.3 0.9 -0.4
H -1.2884 -1.3566 4.6066 0.0 -0.4 -0.3
H -1.0773 0.2481 4.3340 0.4 1.0 -0.2
H -2.3408 -6.0083 -0.5642 -0.5 -0.1 0.1
H -2.1961 -6.5215 -3.0571 0.3 0.4 0.7
H -1.5917 -4.6939 -4.5998 0.0 -0.1 0.8
H -0.8276 -2.5137 -3.5917 -0.4 0.1 -0.2
N -3.6548 4.6200 5.1269 1.5 0.9 0.6
C -3.5066 4.7763 6.4905 -1.2 -2.0 -0.5
C -3.9190 5.7660 7.4142 0.5 2.1 0.2
C -3.8119 5.4734 8.7499 -0.1 -1.9 -1.1
C -3.3665 4.1157 9.1475 0.2 0.2 2.5
C -2.9246 3.0694 8.3367 -1.1 3.1 -1.5
C -3.0964 3.4182 7.0004 1.0 0.4 -2.5
N -2.7880 2.6974 5.8300 0.5 -3.6 2.7
C -3.1662 3.2262 4.7745 -0.8 5.5 2.4
C -3.2036 2.9051 3.4303 0.1 -1.4 -4.3
C -3.1243 3.8757 2.3596 -0.4 -1.9 1.7
C -3.1641 3.3492 1.0576 0.0 2.4 2.1
N -3.3883 2.1170 0.7616 -0.8 -1.9 -0.7
C -3.6352 1.2722 1.7322 0.2 -1.3 2.4
C -3.4447 1.5394 3.0983 -0.3 1.8 0.5
H -3.3680 5.3928 4.4840 -1.0 -0.7 0.9
H -4.1768 6.8383 7.1658 0.1 -1.6 -0.2
H -4.1570 6.2248 9.4476 0.3 -0.3 0.4
H -3.2978 3.8381 10.2433 -0.3 0.9 -1.2
H -2.4275 2.2525 8.7737 0.2 -1.2 0.0
H -3.1365 4.9352 2.6300 0.3 -0.4 -0.8
H -3.1399 4.0139 0.2566 0.3 1.1 -1.2
H -3.9973 0.2797 1.5277 0.1 -0.3 -0.7
H -3.6143 0.8846 3.9897 0.1 0.1 -1.4
N -2.2692 0.1021 -1.5425 1.0 1.5 -0.3
H -1.8126 0.8928 -2.0294 -0.3 -0.5 0.4
H -2.8427 0.5427 -0.8223 -0.2 -0.1 -0.1
H -2.8107 -0.3645 -2.2413 -0.6 -0.4 -0.2
C 4.7199 0.3909 0.5748 0.0 -0.1 0.7
C 3.2104 0.2785 0.8505 0.0 0.0 0.3
C 3.0193 -0.2745 2.2713 -1.7 -0.7 -0.2
C 2.4458 1.6177 0.6686 1.5 -0.8 1.4
C 2.4249 2.5601 1.7301 -0.8 0.1 -1.8
C 1.6881 3.7114 1.5383 -0.9 -0.3 -0.4
C 0.9592 3.9096 0.3367 1.0 1.0 1.8
C 1.0434 3.0423 -0.7135 -0.8 -0.9 -1.5
C 0.2475 3.2977 -2.0175 0.4 1.1 0.4
C 1.0219 4.3272 -2.8882 -1.4 0.3 0.1
C -1.0549 3.9867 -1.5846 0.3 1.5 -0.5
C 1.7943 1.8933 -0.5077 -0.2 -1.6 -1.1
N 1.8393 0.8142 -1.5585 0.9 0.2 -0.2
B 1.0264 -0.4451 -1.7455 -0.5 0.2 -0.1
N 1.8512 -1.1369 -2.8072 0.2 1.6 0.9
C 2.9229 -0.4067 -3.1401 0.1 -2.0 -0.7
C 2.9593 0.7126 -2.3313 -0.6 1.9 1.4
C 1.7594 -2.4010 -3.3868 0.2 -0.8 -1.0
C 2.1566 -3.4994 -2.6518 -0.1 -0.8 2.1
C 2.1512 -4.7581 -3.2431 0.3 -1.0 -0.7
C 1.7340 -4.9273 -4.5837 1.1 -0.9 1.0
C 1.3859 -3.8156 -5.2911 -0.1 1.1 -1.0
C 1.5141 -2.5071 -4.7327 -1.7 -0.4 -1.5
C 1.1493 -1.3310 -5.6604 -2.7 0.2 0.5
C 0.3269 -0.0926 -5.0401 2.0 -0.9 1.2
C 2.2773 -0.8642 -6.5102 0.0 2.1 -0.3
C 2.5703 -3.2693 -1.1649 2.4 0.0 -1.0
C 2.6013 -4.6011 -0.4560 -1.6 -0.1 0.3
C 4.0415 -2.6467 -1.1301 0.1 0.6 0.0
H 5.2579 -0.5530 0.7191 -0.4 -0.1 -0.3
H 5.1122 0.9646 1.4145 0.3 0.6 -0.4
H 4.9956 0.8021 -0.3974 0.0 0.1 0.2
H 2.7645 -0.4449 0.1646 0.0 0.0 0.1
H 3.5226 0.2670 3.0281 1.2 0.6 0.6
H 3.2531 -1.3569 2.3908 0.0 0.8 -0.3
H 1.9689 -0.1001 2.5781 0.2 -0.5 -0.3
H 2.9155 2.4032 2.6567 0.5 -0.3 0.6
H 1.5369 4.4137 2.3577 0.3 0.0 -0.3
H 0.4119 4.8415 0.3110 -0.2 -0.1 -0.4
H -0.0695 2.3828 -2.5863 0.8 0.5 0.6
H 1.3697 5.1043 -2.2104 -0.6 0.5 0.0
H 0.3314 4.7049 -3.6858 0.8 0.0 0.7
H 1.9499 4.0817 -3.3271 0.9 -1.2 -0.8
H -0.9641 5.0842 -1.2568 0.2 -1.7 -0.2
H -1.4909 3.3822 -0.8308 -0.6 -0.3 0.9
H -1.7395 4.0399 -2.4062 -0.5 -0.1 -0.7
H 3.5940 -0.9141 -3.8867 -0.3 1.4 1.0
H 3.7422 1.4390 -2.1352 0.0 -0.2 -0.6
H 2.5516 -5.6924 -2.7843 -0.5 1.2 0.0
H 1.8795 -5.9446 -5.0306 -0.7 1.1 0.3
H 1.0290 -3.9249 -6.3300 0.4 0.2 0.5
H 0.3223 -1.7254 -6.3214 1.0 0.0 0.4
H 0.8627 0.6981 -4.4409 -0.2 -1.2 0.0
H -0.5669 -0.4534 -4.5355 0.0 0.1 0.2
H 0.0606 0.4992 -5.8467 -1.0 0.8 -1.9
H 3.0836 -0.5674 -5.8747 0.5 1.0 0.6
H 1.9795 0.0094 -7.1749 0.4 -1.2 0.8
H 2.8012 -1.5899 -7.0572 0.0 -1.4 -1.3
H 1.9710 -2.4940 -0.7093 -0.7 -0.1 0.2
H 3.1898 -5.2326 -1.0910 0.8 -0.5 0.5
H 1.6039 -5.0824 -0.4684 0.2 0.3 0.0
H 2.9043 -4.5770 0.5905 0.4 0.1 -0.2
H 4.8754 -3.3030 -1.3292 -0.2 -1.0 -0.1
H 4.3831 -2.1326 -0.2054 -0.9 -0.5 -0.2
H 4.1999 -1.9016 -1.9104 -0.3 0.1 0.0
```
Positions in Å, forces in eV/Å.

---

E_tot of number 1 (C46H57BClLuN8O3S5)?
-6162.53148 Eh

---

The lowest E_tot belongs to which entry?
C46H57BClLuN8O3S5

---

Look up the ΔE to the lowest compared entry with this formula, charge and spin of the second one.
2.785 eV

---

The highest ΔE to the lowest compared entry with this formula, charge and spin belongs to which entry?
C46H58BN10PtS